2 unconnected molecules or ions with the total composition CH3FO2 at a distorted geometry. Source: the OMol25 dataset; level of theory: the ωB97M-V functional and the def2-TZVPD basis.

As for the multiplicity: 1. The calculation puts the maximum force at 1.623 eV/A. The value obtained for the total energy is -7893.35103 eV. The LUMO energy (alpha / beta) is -1.04 / -1.04 eV.

Last column: Löwdin charge in e.
Element x y z (Å)
F: -1.650 -1.260 -0.652  -0.1271
H: -1.634 -0.458 -0.147  -0.0172
O: -1.471 0.470 1.125  -0.1297
H: 1.577 0.950 0.251  0.1315
H: 0.229 -0.395 -0.332  0.1100
O: -0.242 0.992 0.988  -0.0706
C: 0.604 0.423 0.296  0.1032


A single CH3FO2S molecule at a distorted geometry. Source: the OMol25 dataset; level of theory: the ωB97M-V functional and the def2-TZVPD basis.

As for the multiplicity: 1. The calculation puts the maximum force at 6.864 eV/A. The value obtained for the total energy is -18732.36325 eV. The LUMO energy is 0.55 eV.

Last column: Löwdin charge in e.
Element x y z (Å)
C: 1.010 -0.090 0.050  -0.0522
H: 1.407 0.324 -0.936  0.1041
O: -1.247 -0.612 1.236  -0.2636
H: 1.105 -1.072 0.138  0.0031
H: 1.195 0.618 0.790  0.0384
F: -1.266 1.535 -0.003  -0.2223
O: -1.328 -0.615 -1.264  -0.2765
S: -0.877 -0.087 -0.012  0.6690


A gas-phase ion, CH3FO4PS (charge -1) at a distorted geometry. Source: the OMol25 dataset; level of theory: the ωB97M-V functional and the def2-TZVPD basis.

Its net charge is -1. As for the multiplicity: 1. The calculation puts the maximum force at 7.220 eV/A. The value obtained for the total energy is -32120.27927 eV. The LUMO energy is 3.59 eV.

Last column: Löwdin charge in e.
Element x y z (Å)
H: -0.297 0.454 -0.653  0.0510
C: 0.135 -0.272 -0.003  -0.1537
S: -3.430 0.777 0.508  0.8211
H: 0.826 0.201 0.775  0.1074
P: -2.373 -1.066 -0.114  0.1563
O: -2.196 -0.968 -1.676  -0.4064
F: -2.192 1.942 0.241  -0.4392
O: -0.937 -0.940 0.629  -0.3068
H: 0.619 -0.947 -0.573  0.0346
O: -4.407 0.835 -0.524  -0.5402
O: -3.086 -2.119 0.519  -0.3242


2 unconnected molecules or ions with the total composition CH3FOS at a distorted geometry. Source: the OMol25 dataset; level of theory: the ωB97M-V functional and the def2-TZVPD basis.

As for the multiplicity: 1. The calculation puts the maximum force at 3.093 eV/A. The value obtained for the total energy is -16681.89836 eV. The LUMO energy (alpha / beta) is -2.92 / -2.14 eV.

Last column: Löwdin charge in e.
Element x y z (Å)
H: 1.226 0.506 1.047  0.0342
O: -1.660 0.999 0.806  -0.4610
C: 0.808 0.215 0.157  -0.2545
F: -1.737 -1.974 -1.032  -0.4358
S: -0.937 0.447 -0.320  1.0444
H: 0.971 -0.806 0.046  0.0241
H: 1.328 0.614 -0.703  0.0485


3 unconnected molecules or ions with the total composition CH3FOS at a distorted geometry. Source: the OMol25 dataset; level of theory: the ωB97M-V functional and the def2-TZVPD basis.

As for the multiplicity: 1. The calculation puts the maximum force at 19.893 eV/A. The value obtained for the total energy is -16676.50213 eV. The LUMO energy is -1.24 eV.

Last column: Löwdin charge in e.
Element x y z (Å)
H: 0.242 0.821 -0.364  -0.0274
F: 0.442 -0.963 0.135  -0.2295
H: 1.509 -0.567 -0.705  0.1158
C: 0.963 0.141 -0.038  -0.3153
S: -1.789 -0.524 0.083  0.8655
H: 1.615 1.136 0.879  0.1920
O: -2.983 -0.045 0.012  -0.6010


2 unconnected molecules or ions with the total composition CH3FOS at a distorted geometry. Source: the OMol25 dataset; level of theory: the ωB97M-V functional and the def2-TZVPD basis.

As for the multiplicity: 1. The calculation puts the maximum force at 2.723 eV/A. The value obtained for the total energy is -16683.88104 eV. The LUMO energy is -0.24 eV.

Last column: Löwdin charge in e.
Element x y z (Å)
H: 0.654 0.934 1.022  0.1190
C: 0.481 -0.019 0.545  -0.3822
H: -1.353 1.105 -1.512  -0.3103
F: 1.559 -0.756 0.330  0.0710
H: -0.665 -1.544 0.504  0.1408
S: -0.067 0.941 -1.790  0.2945
O: -0.609 -0.660 0.901  0.0672


A molecular structure, CH3I3Si at a distorted geometry. Source: the OMol25 dataset; level of theory: the ωB97M-V functional and the def2-TZVPD basis.

As for the multiplicity: 1. The calculation puts the maximum force at 3.111 eV/A. The value obtained for the total energy is -33260.69719 eV. The LUMO energy (alpha / beta) is -1.52 / -2.06 eV.

Last column: Löwdin charge in e.
Element x y z (Å)
I: 1.891 1.860 0.907  0.4989
H: -1.639 0.996 1.111  -0.1115
I: 1.854 -1.685 0.993  0.5417
Si: -1.793 -0.004 0.042  0.7581
C: 1.194 0.047 -0.104  -1.9501
H: -2.044 0.016 -1.360  -0.1310
H: -1.262 -1.242 0.532  -0.1751
I: 1.799 0.012 -2.121  0.5691


A single CH3IO2 molecule at a distorted geometry. Source: the OMol25 dataset; level of theory: the ωB97M-V functional and the def2-TZVPD basis.

As for the multiplicity: 1. The calculation puts the maximum force at 3.358 eV/A. The value obtained for the total energy is -13280.40239 eV. The LUMO energy is 0.25 eV.

Last column: Löwdin charge in e.
Element x y z (Å)
C: -0.227 0.387 0.167  -0.9263
H: 1.520 -0.060 -0.079  0.1311
O: 1.055 0.722 0.403  -0.0662
H: -1.072 1.043 0.421  0.0916
I: -0.571 0.291 -1.994  0.7449
H: -0.036 -1.571 0.378  0.1459
O: -0.669 -0.810 0.704  -0.1211